No. 1
48
Properties=species:S:1:pos:R:3:lowdin_charge:R:1 method="wB97M-V/def2-TZVPD" e_tot_ha=-2033.8627 relative_energy_kj_mol=0.0 fmax_ha_per_bohr=0.083 e_homo_ev="1.71 / 0.99" multiplicity=4 charge=-2
Cr -0.213 -1.373 0.267 0.4170
C -2.349 -1.958 0.138 -0.1950
C -2.350 -0.608 -0.384 -0.1768
C -1.515 -0.561 -1.542 -0.1457
H -2.950 0.214 -0.019 0.0972
C -0.945 -1.875 -1.740 -0.2143
C -1.500 -2.757 -0.723 -0.2265
H -1.374 -3.830 -0.665 0.0846
H -2.935 -2.318 0.965 0.0811
H -1.433 0.266 -2.230 0.0780
H -0.323 -2.158 -2.578 0.0805
C 1.387 -1.472 1.806 -0.1850
C 1.035 -2.785 1.328 -0.1994
C 1.357 -2.821 -0.086 -0.2322
H 0.683 -3.622 1.922 0.0819
C 1.832 -1.518 -0.466 -0.1998
C 1.845 -0.690 0.705 -0.1724
H 2.199 0.343 0.740 0.0988
H 1.382 -1.159 2.848 0.1040
H 1.325 -3.703 -0.715 0.0857
H 2.229 -1.232 -1.440 0.0690
O -0.205 1.518 -0.042 -0.3186
C 1.885 1.906 -2.935 -0.3183
C 0.834 2.826 -2.340 -0.1760
C 1.319 0.697 -3.601 -0.0987
C 3.094 1.790 -2.057 -0.1042
C -0.113 2.553 -0.925 -0.3349
H 0.089 3.086 -3.112 0.0676
H 1.269 3.829 -2.171 0.0678
H 0.181 3.430 -0.335 0.0689
H -1.111 2.660 -1.366 0.0685
H 1.708 0.579 -4.619 0.0560
H 0.219 0.733 -3.662 0.0640
H 1.504 -0.260 -3.070 0.0564
H 3.966 2.297 -2.499 0.0530
H 3.405 0.756 -1.802 0.0637
H 2.927 2.261 -1.075 0.0754
F -2.643 1.604 5.404 -0.0488
C -2.104 0.960 4.300 -0.3197
C -2.007 -0.420 4.307 -0.0720
C -1.465 -1.056 3.171 -0.1453
C -1.045 -0.290 2.107 -0.1734
C -1.151 1.065 2.160 -0.1237
C -1.689 1.746 3.238 -0.0471
H -2.337 -1.010 5.160 0.0821
H -1.374 -2.156 3.147 0.0903
H -0.773 1.674 1.266 0.0426
H -1.768 2.836 3.224 0.0937

No. 2
58
Properties=species:S:1:pos:R:3:lowdin_charge:R:1 method="wB97M-V/def2-TZVPD" e_tot_ha=-3146.9439 relative_energy_kj_mol=0.0 fmax_ha_per_bohr=0.005 e_homo_ev="-13.43 / -13.43" charge=+2
Mo 0.605 0.023 -2.379 0.5898
N -2.492 0.177 -0.500 0.1456
C -2.468 0.783 -1.686 -0.6608
N -1.467 0.721 -2.565 -0.0926
C -1.838 1.301 -3.784 -0.3270
C -3.030 1.911 -3.788 -0.3002
S -3.802 1.720 -2.253 1.1328
C -0.919 0.996 -4.868 -0.3247
C -0.987 1.280 -6.176 -0.2982
S 0.297 0.503 -7.029 1.1445
C 0.882 -0.166 -5.555 -0.6874
N 0.156 0.178 -4.495 -0.1236
N 1.958 -0.949 -5.506 0.1276
H -1.822 -0.547 -0.262 0.0484
H -3.320 0.236 0.067 0.1218
H -3.529 2.415 -4.600 0.0967
H -1.725 1.865 -6.699 0.0972
H 2.477 -1.176 -6.337 0.1246
H 2.294 -1.287 -4.619 0.0386
C 0.739 -4.338 1.611 -0.0219
N -0.694 -4.198 1.825 -0.1677
C -1.350 -5.259 2.581 -0.0176
C -1.386 -3.193 1.306 -0.3223
O -0.932 -2.287 0.591 -0.2650
H 1.227 -4.533 2.566 0.1029
H 1.135 -3.422 1.184 0.0551
H 0.945 -5.174 0.941 0.1053
H -0.905 -5.339 3.573 0.1002
H -1.234 -6.213 2.066 0.1033
H -2.410 -5.041 2.683 0.0931
H -2.452 -3.214 1.567 0.1524
S 2.584 0.607 -2.715 0.2043
N 0.362 0.842 -0.493 -0.5224
S 0.899 0.371 0.964 1.0727
C -0.344 0.869 2.127 -0.4116
C -0.919 -0.116 2.915 -0.0834
C -1.901 0.245 3.829 -0.0472
C -2.296 1.571 3.932 -0.0411
C -1.705 2.550 3.136 -0.0429
C -0.716 2.204 2.234 -0.0654
C 2.217 1.492 1.405 -0.3998
C 2.692 2.419 0.494 -0.0961
C 3.742 3.246 0.873 -0.0456
C 4.301 3.128 2.136 -0.0424
C 3.815 2.185 3.036 -0.0432
C 2.768 1.356 2.674 -0.0701
H 0.115 1.830 -0.506 0.0421
H -0.599 -1.146 2.820 0.0949
H -2.351 -0.506 4.464 0.1176
H -3.058 1.851 4.646 0.1202
H -2.004 3.585 3.238 0.1203
H -0.222 2.970 1.645 0.1209
H 2.259 2.501 -0.494 0.0637
H 4.122 3.980 0.175 0.1193
H 5.120 3.773 2.424 0.1201
H 4.251 2.099 4.021 0.1206
H 2.378 0.628 3.377 0.1203
Te 0.538 -2.308 -1.818 0.7034

No. 3
52
Properties=species:S:1:pos:R:3:lowdin_charge:R:1 method="wB97M-V/def2-TZVPD" e_tot_ha=-1300.3326 relative_energy_kj_mol=288.5 smiles="Cc1c(O)ccc(C(=O)CN2CCN(Cc3ccc4c(c3)OCO4)CC2)c1O" fmax_ha_per_bohr=0.025 e_homo_ev=-7.95 charge=0
C -7.191 -2.347 -0.690 -0.0219
C -6.318 -1.290 -0.071 -0.1343
C -6.824 -0.424 0.893 -0.2718
O -8.107 -0.494 1.312 0.0847
C -6.009 0.558 1.466 -0.0107
C -4.702 0.677 1.076 -0.0258
C -4.147 -0.171 0.106 -0.0905
C -2.761 -0.055 -0.344 -0.2878
O -2.281 -0.819 -1.175 0.0729
C -1.928 1.069 0.249 -0.1291
N -0.607 1.141 -0.332 -0.1647
C 0.027 2.424 -0.104 -0.1805
C 1.344 2.484 -0.870 -0.1815
N 2.225 1.435 -0.399 -0.1780
C 3.540 1.503 -1.009 -0.1632
C 4.523 0.609 -0.300 -0.2228
C 4.516 0.550 1.086 -0.0411
C 5.414 -0.242 1.796 0.0148
C 6.325 -0.963 1.063 -0.2062
C 6.340 -0.908 -0.330 -0.1970
C 5.449 -0.135 -1.034 0.0520
O 7.340 -1.718 -0.807 0.0331
C 7.955 -2.281 0.331 -0.1636
O 7.315 -1.809 1.496 0.0311
C 1.593 0.147 -0.621 -0.1626
C 0.271 0.082 0.132 -0.1669
C -4.978 -1.169 -0.464 -0.2047
O -4.524 -2.018 -1.390 0.0825
H -7.563 -3.042 0.065 0.0910
H -6.609 -2.911 -1.412 0.0790
H -8.040 -1.900 -1.210 0.0910
H -8.565 -1.205 0.846 0.0959
H -6.437 1.207 2.212 0.1160
H -4.095 1.441 1.532 0.1074
H -2.446 2.009 0.038 0.1350
H -1.894 0.936 1.348 0.1412
H -0.635 3.217 -0.462 0.1212
H 0.231 2.590 0.969 0.1283
H 1.820 3.452 -0.696 0.1213
H 1.131 2.383 -1.949 0.1296
H 3.509 1.245 -2.083 0.1263
H 3.889 2.538 -0.927 0.1297
H 3.780 1.131 1.618 0.1126
H 5.404 -0.288 2.872 0.1169
H 5.471 -0.107 -2.111 0.1241
H 9.019 -1.996 0.354 0.1387
H 7.876 -3.380 0.287 0.1387
H 2.262 -0.636 -0.259 0.1240
H 1.398 -0.021 -1.695 0.1341
H -0.204 -0.879 -0.061 0.1161
H 0.467 0.176 1.216 0.1304
H -3.571 -1.795 -1.556 0.0851

No. 4
55
Properties=species:S:1:pos:R:3:lowdin_charge:R:1 method="wB97M-V/def2-TZVPD" e_tot_ha=-1849.0195 relative_energy_kj_mol=73.7 smiles="CCN(CC)S(=O)(=O)c1cccc(NC(=O)COC(=O)[C@H]2COc3ccccc3O2)c1" fmax_ha_per_bohr=0.023 e_homo_ev=-8.46 charge=0
C 3.339 2.135 0.283 -0.0654
C 3.684 1.020 1.267 -0.2475
N 2.793 0.963 2.401 -0.2659
C 2.787 2.027 3.377 -0.2436
C 1.550 2.915 3.253 -0.0614
S 2.092 -0.456 2.854 0.6773
O 2.250 -0.663 4.267 -0.2817
O 2.526 -1.494 1.961 -0.2852
C 0.346 -0.195 2.526 -0.2639
C -0.605 -0.524 3.471 -0.0560
C -1.946 -0.395 3.142 -0.0614
C -2.314 0.052 1.886 -0.0168
C -1.343 0.390 0.946 -0.2155
N -1.752 0.814 -0.324 0.1581
C -1.037 1.547 -1.211 -0.4221
O 0.027 2.075 -0.997 0.0927
C -1.765 1.671 -2.556 -0.0300
O -2.326 0.398 -2.862 0.0190
C -2.277 -0.027 -4.123 -0.4269
O -1.965 0.644 -5.067 0.1505
C -2.617 -1.520 -4.216 -0.1746
C -1.358 -2.218 -4.761 -0.1011
O -0.276 -1.989 -3.894 -0.0049
C -0.587 -2.179 -2.568 -0.1967
C 0.452 -2.277 -1.650 0.0200
C 0.186 -2.504 -0.314 -0.0759
C -1.126 -2.648 0.112 -0.0879
C -2.168 -2.514 -0.785 -0.0060
C -1.909 -2.261 -2.126 -0.2003
O -2.979 -2.080 -2.981 0.0175
C 0.000 0.263 1.274 -0.0068
H 4.000 2.067 -0.577 0.0775
H 3.478 3.110 0.744 0.0702
H 2.312 2.060 -0.063 0.0478
H 3.606 0.046 0.783 0.1040
H 4.719 1.147 1.615 0.1239
H 3.694 2.623 3.252 0.1243
H 2.809 1.564 4.368 0.1068
H 1.621 3.744 3.953 0.0748
H 0.652 2.344 3.479 0.0653
H 1.461 3.309 2.245 0.0706
H -0.282 -0.877 4.436 0.1130
H -2.707 -0.652 3.864 0.1086
H -3.360 0.135 1.626 0.1168
H -2.654 0.473 -0.631 0.1493
H -1.064 1.975 -3.339 0.1409
H -2.564 2.418 -2.486 0.1472
H -3.465 -1.659 -4.894 0.1748
H -1.077 -1.809 -5.732 0.1422
H -1.561 -3.294 -4.848 0.1476
H 1.462 -2.179 -2.014 0.1246
H 1.000 -2.564 0.393 0.0908
H -1.337 -2.848 1.151 0.1093
H -3.197 -2.601 -0.472 0.1228
H 0.771 0.496 0.562 0.1093